P.
Density functional theory data (ωB97M-V/def2-TZVPD) for one molecule with the formula C6H11NO.

Properties
- E_HOMO: -0.30061 hartree
- SMILES string: C[C@@]12C[C@@]1(O)CCN2
- LUMO level: 0.63 eV
- Frontier orbital gap: 8.81 eV

The geometry in XYZ format:
```
19
Properties=species:S:1:pos:R:3:mulliken_charge:R:1
C -1.147 1.094 0.096 -1.340
C 0.158 0.521 -0.651 0.300
C 1.164 1.295 -0.304 -0.503
C 0.985 0.021 0.551 0.112
C -0.251 -0.830 1.048 -0.467
C -0.791 -1.503 -0.410 -0.521
H -0.889 1.387 1.201 0.480
H -1.433 2.227 -0.258 0.290
H -2.222 0.564 -0.017 0.247
H 0.632 2.211 -0.001 0.248
H 2.033 1.588 -0.864 0.253
H 2.916 -0.728 0.037 0.355
H 0.086 -1.408 2.076 0.298
H -1.192 -0.249 1.500 0.316
H -1.871 -1.382 -0.379 0.305
H -0.472 -2.511 -0.803 0.332
H 0.746 -0.790 -1.442 0.434
N -0.284 -0.605 -1.362 -0.582
O 1.833 -0.901 -0.019 -0.558
```

=====

Q.
Density functional theory data (ωB97M-V/def2-TZVPD) for one molecule with the formula C6H11NO.

Properties
- E_HOMO: -0.28673 hartree
- SMILES string: [H]/N=C/CC(O)=C(C)C
- LUMO level: 0.95 eV
- Frontier orbital gap: 8.75 eV

The geometry in XYZ format:
```
19
Properties=species:S:1:pos:R:3:mulliken_charge:R:1
C 1.363 -0.112 1.172 -1.012
C -1.253 -1.226 0.045 -1.466
C -0.724 -0.013 -2.120 -1.858
C 0.937 -0.043 -0.274 0.385
C -0.321 -0.308 -0.692 1.195
C 0.560 0.828 2.011 -0.113
O 1.841 0.671 -1.027 -0.607
N -0.423 1.447 1.512 -0.450
H 1.429 0.958 -1.850 0.319
H -0.932 2.049 2.157 0.215
H 1.259 -1.126 1.565 0.351
H 2.414 0.184 1.229 0.393
H 0.867 0.871 3.068 0.397
H -1.373 -2.170 -0.489 0.386
H -0.911 -1.423 1.055 0.309
H -0.810 1.062 -2.290 0.395
H -1.683 -0.473 -2.348 0.419
H -0.003 -0.416 -2.835 0.407
H -2.237 -0.760 0.110 0.334
```

=====

R.
Density functional theory data (ωB97M-V/def2-TZVPD) for C6H11NO as an isolated structure.

Properties
- E_HOMO: -0.24200 hartree
- LUMO level: -3.48 eV
- Frontier orbital gap: 3.11 eV

The geometry in XYZ format:
```
19
Properties=species:S:1:pos:R:3:mulliken_charge:R:1
O 2.059 -2.958 0.946 -0.887
C -1.821 -0.029 0.804 -0.119
N -2.596 -0.901 0.350 -0.595
C -0.398 -0.001 0.094 0.538
C 0.140 1.317 -0.083 -0.183
C 0.600 1.641 -1.373 -0.024
C 0.735 2.866 -1.910 -0.759
C 0.500 -0.996 0.898 -1.465
H -1.747 -1.440 0.943 0.388
H -2.148 0.907 1.288 0.346
H -0.616 -0.396 -0.895 0.179
H 2.789 -3.591 0.853 0.169
H -0.150 2.115 0.594 0.355
H 0.697 0.810 -2.061 0.290
H 1.138 2.938 -2.907 0.277
H 0.545 3.727 -1.293 0.274
H 0.568 -0.652 1.920 0.313
H 0.111 -2.011 0.893 0.520
H 1.495 -1.047 0.459 0.383
```

=====

Energies in kJ/mol, measured from the most stable structure: P 706.4; Q 0.0; R 851.6.

=====

P.
Density functional theory data (ωB97M-V/def2-TZVPD) for one molecule with the formula C6H11NO.

Properties
- E_HOMO: -0.33807 hartree
- SMILES string: OCC/C=C\[C@H]1CN1
- LUMO level: 1.10 eV
- Frontier orbital gap: 10.30 eV

The geometry in XYZ format:
```
19
Properties=species:S:1:pos:R:3:mulliken_charge:R:1
C -0.797 1.983 -0.665 -0.455
C -1.401 0.588 -1.033 -0.741
C -0.367 -0.322 -1.477 -0.411
C 0.410 -1.142 -0.705 -0.510
C 0.305 -1.255 0.768 0.125
C 1.442 -1.644 1.588 -0.419
H -0.107 1.429 1.115 0.390
H -1.647 2.520 -0.175 0.273
H -0.402 2.613 -1.523 0.310
H -2.109 0.808 -1.823 0.359
H -2.069 0.191 -0.228 0.361
H -0.208 -0.364 -2.511 0.452
H 1.131 -1.818 -1.221 0.349
H -0.639 -1.727 1.116 0.312
H 1.290 -2.186 2.519 0.242
H 2.469 -1.735 1.119 0.236
H 1.548 0.380 1.161 0.293
N 0.900 -0.260 1.649 -0.622
O 0.250 1.941 0.325 -0.543
```

=====

Q.
Density functional theory data (ωB97M-V/def2-TZVPD) for one molecule with the formula C6H11NO.

Properties
- E_HOMO: -0.33861 hartree
- SMILES string: C=CCCC(=O)NC
- LUMO level: 0.82 eV
- Frontier orbital gap: 10.03 eV

The geometry in XYZ format:
```
19
Properties=species:S:1:pos:R:3:mulliken_charge:R:1
C -0.525 0.095 1.082 -0.969
C 0.240 0.928 -0.041 0.015
C -0.714 1.937 -0.642 -0.343
C -0.289 3.127 -1.319 -0.910
C -0.901 -1.329 0.548 0.543
N -0.037 -2.368 0.318 -0.174
C 1.396 -2.170 0.151 -0.662
O -2.114 -1.531 0.463 -0.645
H 0.123 -0.193 1.923 0.371
H -1.416 0.552 1.495 0.376
H 1.165 1.316 0.424 0.357
H 0.615 0.109 -0.807 0.198
H -1.872 1.963 -0.591 0.232
H 0.669 3.272 -1.545 0.372
H -1.059 3.829 -1.524 0.246
H -0.430 -3.209 -0.080 0.267
H 1.600 -2.247 -0.974 0.261
H 2.042 -2.948 0.695 0.248
H 1.505 -1.132 0.425 0.217
```

=====

R.
Density functional theory data (ωB97M-V/def2-TZVPD) for one molecule with the formula C6H11NO.

Properties
- E_HOMO: -0.32246 hartree
- SMILES string: C=C(C)C[C@H](N)C=O
- LUMO level: 0.93 eV
- Frontier orbital gap: 9.71 eV

The geometry in XYZ format:
```
19
Properties=species:S:1:pos:R:3:mulliken_charge:R:1
O 2.012 0.752 -1.604 -0.484
C 1.664 1.478 -0.676 -0.140
C 0.284 0.932 0.044 0.051
C 0.507 -0.513 0.347 -0.751
C -0.678 -1.178 0.894 0.927
C -1.443 -0.587 1.813 -1.327
C -1.267 -2.361 0.295 -1.243
N -0.739 1.436 -0.902 -0.489
H 1.965 2.533 -0.490 0.340
H 0.022 1.686 0.921 0.349
H 1.416 -0.607 1.028 0.281
H 0.869 -1.032 -0.524 0.436
H -2.354 -1.011 1.996 0.358
H -1.087 0.214 2.364 0.326
H -1.763 -1.922 -0.534 0.352
H -2.096 -3.038 0.842 0.292
H -0.461 -3.019 -0.181 0.297
H -1.289 2.296 -0.707 0.199
H -0.541 1.206 -1.868 0.226
```

=====

Energies in kJ/mol, measured from the most stable structure: P 48.4; Q 0.0; R 83.5.

=====

P.
Density functional theory data (ωB97M-V/def2-TZVPD) for one molecule with the formula C6H11NO.

Properties
- E_HOMO: -0.34900 hartree
- SMILES string: C=CC[C@@H](C)NC=O
- LUMO level: 0.93 eV
- Frontier orbital gap: 10.43 eV

The geometry in XYZ format:
```
19
Properties=species:S:1:pos:R:3:mulliken_charge:R:1
O -0.076 -0.125 -3.402 -0.573
C 0.117 0.645 -2.489 0.028
N -0.059 0.085 -1.228 -0.303
C -0.293 0.787 0.128 0.545
C 0.070 -0.181 1.253 -0.850
C -0.896 -1.274 1.308 -0.196
C -0.351 -2.488 0.976 -0.796
C 0.729 1.873 0.215 -1.440
H 0.607 1.618 -2.494 0.330
H -0.623 -0.794 -1.244 0.280
H -1.366 0.956 0.111 0.393
H 1.068 -0.586 1.145 0.324
H 0.261 0.269 2.244 0.482
H -2.027 -1.283 1.418 0.269
H 0.724 -2.524 0.667 0.184
H -0.764 -3.458 0.739 0.308
H 0.158 2.772 -0.209 0.303
H 1.092 2.047 1.282 0.346
H 1.627 1.663 -0.420 0.368
```

=====

Q.
Density functional theory data (ωB97M-V/def2-TZVPD) for C6H11NO as an isolated structure.

Properties
- E_HOMO: -0.33200 hartree
- LUMO level: 0.14 eV
- Frontier orbital gap: 9.17 eV

The geometry in XYZ format:
```
19
Properties=species:S:1:pos:R:3:mulliken_charge:R:1
C 0.442 -0.680 -1.315 -0.316
C 0.594 0.446 -0.397 -0.161
C -0.072 1.723 0.060 -1.101
C -0.029 1.175 1.676 -0.521
C -0.404 -0.418 1.567 -0.647
C -0.338 -0.398 -0.025 1.068
H 1.968 -1.127 -0.192 0.343
H 2.180 -1.534 -1.757 0.277
H 0.017 -0.781 -2.509 0.326
H 1.523 0.295 -0.051 0.116
H -1.056 1.758 -0.348 0.405
H 0.461 2.798 -0.097 0.270
H 1.078 1.512 2.097 0.233
H -0.620 2.157 2.191 0.267
H -1.494 -0.902 1.653 0.309
H 0.516 -0.980 2.248 0.179
H -2.063 -0.963 -1.409 0.362
N 1.397 -1.833 -1.096 -0.691
O -1.681 -0.061 -0.444 -0.718
```

=====

R.
Density functional theory data (ωB97M-V/def2-TZVPD) for one molecule with the formula C6H11NO.

Properties
- E_HOMO: -0.33553 hartree
- SMILES string: C[C@@]12CCN[C@H]1CO2
- LUMO level: 0.96 eV
- Frontier orbital gap: 10.09 eV

The geometry in XYZ format:
```
19
Properties=species:S:1:pos:R:3:mulliken_charge:R:1
C -0.333 1.347 1.029 -1.134
C -0.276 0.523 -0.274 0.833
C 1.100 0.817 -0.892 -0.814
C 1.926 -0.179 -0.025 -0.582
C -0.213 -1.030 -0.140 0.238
C -1.713 -0.908 0.085 -0.712
H -1.240 1.007 1.571 0.265
H -0.419 2.460 0.737 0.328
H 0.581 1.314 1.660 0.217
H 1.404 1.840 -0.752 0.339
H 1.108 0.501 -1.936 0.313
H 2.604 -0.817 -0.609 0.328
H 2.517 0.325 0.779 0.309
H 1.362 -2.061 0.646 0.298
H -0.127 -1.437 -1.156 0.291
H -2.363 -1.603 -0.482 0.293
H -2.047 -0.802 1.132 0.275
N 0.955 -1.123 0.680 -0.528
O -1.625 0.463 -0.631 -0.560
```

=====

Energies in kJ/mol, measured from the most stable structure: P 0.0; Q 879.9; R 107.6.

=====

P.
Density functional theory data (ωB97M-V/def2-TZVPD) for one molecule with the formula C6H11NO.

Properties
- E_HOMO: -0.35346 hartree
- SMILES string: [H]/N=C\C[C@H](C)C(C)=O
- LUMO level: 0.83 eV
- Frontier orbital gap: 10.45 eV

The geometry in XYZ format:
```
19
Properties=species:S:1:pos:R:3:mulliken_charge:R:1
C 0.437 -0.629 -0.497 0.599
C -1.110 -0.565 -0.400 -0.766
C 0.915 1.889 -0.287 -1.304
C 0.990 -1.967 -0.013 -1.617
C 1.009 0.518 0.336 0.538
C -1.565 0.146 0.845 -0.060
N -2.199 1.226 0.910 -0.660
O 1.480 0.340 1.429 -0.559
H 0.727 -0.482 -1.542 0.317
H -2.431 1.635 0.005 0.259
H -1.519 -0.050 -1.271 0.297
H -1.502 -1.577 -0.384 0.353
H -1.308 -0.316 1.791 0.419
H 1.849 2.422 -0.125 0.405
H 0.133 2.445 0.228 0.312
H 0.691 1.848 -1.349 0.326
H 0.750 -2.120 1.037 0.295
H 0.577 -2.784 -0.597 0.455
H 2.076 -1.982 -0.114 0.390
```

=====

Q.
Density functional theory data (ωB97M-V/def2-TZVPD) for one molecule with the formula C6H11NO.

Properties
- E_HOMO: -0.30649 hartree
- SMILES string: C=C(O)CN=C(C)C
- LUMO level: 0.78 eV
- Frontier orbital gap: 9.12 eV

The geometry in XYZ format:
```
19
Properties=species:S:1:pos:R:3:mulliken_charge:R:1
C -0.011 0.252 1.766 -0.785
C 1.314 0.990 -0.804 -1.192
C -1.099 0.987 -1.597 -1.416
C 0.121 -1.077 1.048 0.805
C -0.148 0.936 -0.439 1.150
C -0.931 -1.829 0.713 -1.113
O 1.420 -1.437 0.803 -0.441
N -0.677 0.992 0.723 -0.561
H 1.431 -2.300 0.373 0.304
H 0.977 0.618 2.067 0.319
H -0.675 0.208 2.632 0.364
H 1.955 1.010 0.072 0.281
H 1.580 0.119 -1.399 0.284
H -2.125 1.026 -1.242 0.342
H -0.907 1.827 -2.266 0.365
H -0.963 0.063 -2.164 0.312
H 1.494 1.875 -1.412 0.409
H -0.834 -2.701 0.090 0.272
H -1.920 -1.559 1.035 0.300
```

=====

R.
Density functional theory data (ωB97M-V/def2-TZVPD) for one molecule with the formula C6H11NO.

Properties
- E_HOMO: -0.29234 hartree
- SMILES string: C=C(O)/C(N)=C\CC
- LUMO level: 0.77 eV
- Frontier orbital gap: 8.72 eV

The geometry in XYZ format:
```
19
Properties=species:S:1:pos:R:3:mulliken_charge:R:1
C -0.899 0.802 0.318 -0.609
C -1.813 -0.300 -0.144 -0.612
C -1.330 -1.618 0.440 -0.919
C 1.070 -1.013 -1.212 -1.423
C 0.435 0.971 0.168 0.938
C 1.394 0.047 -0.415 0.707
N 1.086 2.090 0.769 -0.639
O 2.681 0.159 0.017 -0.546
H 2.677 0.781 0.764 0.365
H -1.398 1.570 0.899 0.232
H 0.512 2.578 1.446 0.205
H 1.476 2.732 0.087 0.227
H -1.791 -0.371 -1.234 0.230
H -2.836 -0.079 0.171 0.320
H -1.861 -2.483 0.053 0.330
H -1.349 -1.610 1.525 0.303
H -0.214 -1.751 -0.119 0.214
H 1.886 -1.598 -1.607 0.340
H 0.272 -0.907 -1.927 0.338
```

=====

S.
Density functional theory data (ωB97M-V/def2-TZVPD) for one molecule with the formula C6H11NO.

Properties
- E_HOMO: -0.32048 hartree
- SMILES string: CN[C@]12CCO[C@@H]1C2
- LUMO level: 0.93 eV
- Frontier orbital gap: 9.65 eV

The geometry in XYZ format:
```
19
Properties=species:S:1:pos:R:3:mulliken_charge:R:1
C -2.556 0.196 0.555 -0.649
C -0.027 0.120 0.622 0.406
C 0.396 1.466 0.008 -0.747
C 1.126 0.742 -1.373 -0.563
C 1.147 -0.718 0.189 0.197
C 0.435 -1.305 1.364 -0.804
H -3.541 0.349 -0.224 0.239
H -2.767 -0.704 1.305 0.193
H -2.198 1.098 1.334 0.239
H -1.350 -1.112 -0.535 0.276
H -0.325 2.309 -0.088 0.314
H 1.195 2.068 0.441 0.289
H 0.776 1.245 -2.414 0.260
H 2.156 1.023 -1.228 0.416
H 2.194 -0.362 0.678 0.229
H -0.459 -1.815 1.590 0.272
H 0.891 -1.341 2.321 0.266
N -1.346 0.017 -0.238 -0.364
O 1.215 -0.736 -1.212 -0.469
```

=====

Energies in kJ/mol, measured from the most stable structure: P 0.0; Q 132.7; R 142.6; S 689.2.